95
Properties=species:S:1:pos:R:3:lowdin_spin:R:1 method="wB97M-V/def2-TZVPD" multiplicity=4 lumo_energy_ev="-6.956 / -9.332" gap_ev="5.259 / 2.928" s2=4.007 relative_energy_kcal_mol=0.0 charge=+2
N -7.201 5.657 -6.328 0.0001
C -6.810 6.221 -5.174 0.0000
C -6.045 5.563 -4.204 0.0003
C -5.640 4.224 -4.413 0.0007
C -6.056 3.635 -5.632 0.0003
C -6.819 4.382 -6.533 0.0000
C -4.840 3.540 -3.399 0.0049
Co 0.045 -0.084 0.586 2.1751
P 6.258 -1.025 -0.474 0.6193
C -3.635 2.940 -3.596 -0.0016
C -2.816 2.253 -2.600 0.0069
C -1.703 1.492 -3.030 -0.0098
C -0.882 0.816 -2.119 -0.0091
C -1.132 0.869 -0.729 -0.1897
C -2.247 1.629 -0.299 -0.0178
C -3.069 2.302 -1.207 -0.0127
Br 1.537 -1.290 2.258 0.0349
H -5.283 3.529 -2.395 0.0001
H -3.202 2.959 -4.605 -0.0001
H -5.760 6.085 -3.283 0.0000
H -5.789 2.603 -5.878 0.0000
H -7.124 7.261 -5.011 0.0000
H -7.143 3.928 -7.479 0.0000
H -1.483 1.436 -4.103 -0.0016
H -3.922 2.877 -0.829 -0.0017
H -0.030 0.240 -2.498 0.0014
H -2.478 1.695 0.771 -0.0009
P -0.410 -2.132 -0.432 -0.0644
C 5.668 0.754 -0.339 0.0902
C 6.718 1.777 -0.793 0.0087
H 5.340 0.960 0.699 0.0013
H 4.768 0.829 -0.979 0.0160
H 6.544 2.760 -0.320 -0.0002
H 7.741 1.458 -0.522 0.0042
H 6.691 1.914 -1.888 0.0002
C 5.391 -1.449 -2.086 0.0888
C 6.030 -2.608 -2.862 0.0080
H 5.429 -0.526 -2.696 0.0008
H 4.321 -1.657 -1.886 0.0156
H 5.743 -2.574 -3.928 -0.0002
H 7.132 -2.568 -2.803 0.0037
H 5.708 -3.587 -2.465 0.0002
C 5.089 -1.811 0.776 0.0992
C 5.756 -2.184 2.108 0.0081
H 4.595 -2.690 0.317 0.0022
H 4.295 -1.064 0.962 0.0170
H 5.190 -2.980 2.624 -0.0002
H 6.788 -2.547 1.963 0.0039
H 5.806 -1.309 2.780 0.0001
C -0.349 -3.518 0.806 -0.0133
C -1.500 -4.530 0.846 -0.0037
H -0.277 -2.993 1.775 -0.0004
H 0.624 -4.017 0.637 -0.0006
H -2.429 -4.056 1.204 0.0000
H -1.702 -4.991 -0.135 0.0000
H -1.254 -5.342 1.554 -0.0011
C 0.702 -2.620 -1.840 -0.0003
C 0.140 -2.614 -3.268 -0.0003
H 1.057 -3.633 -1.577 -0.0004
H 1.593 -1.972 -1.752 0.0009
H -0.340 -3.577 -3.513 0.0000
H -0.599 -1.814 -3.430 0.0001
H 0.962 -2.464 -3.990 -0.0001
C -2.140 -2.029 -1.110 -0.0021
C -3.280 -1.542 -0.207 -0.0012
H -2.350 -3.055 -1.463 -0.0012
H -2.037 -1.420 -2.026 0.0002
H -4.026 -0.961 -0.776 0.0000
H -3.803 -2.372 0.295 -0.0002
H -2.874 -0.879 0.577 -0.0004
N -1.371 -0.112 1.939 0.0727
S -1.681 0.156 3.509 0.0252
C -0.733 -1.147 4.372 0.0035
C -1.185 -2.475 4.271 0.0020
C -0.517 -3.509 4.933 -0.0002
C 0.602 -3.228 5.718 0.0015
C 1.050 -1.911 5.846 -0.0006
C 0.386 -0.872 5.185 0.0034
C -0.720 1.637 3.849 0.0037
C 0.333 2.110 3.055 0.0060
C 1.011 3.278 3.430 0.0006
C 0.639 3.970 4.588 0.0001
C -0.410 3.500 5.377 -0.0001
C -1.086 2.340 5.007 0.0003
H -1.378 -1.131 2.002 0.0009
H -2.057 -2.710 3.674 0.0000
H -0.872 -4.528 4.839 0.0000
H 1.117 -4.029 6.232 0.0001
H 1.914 -1.695 6.463 0.0000
H 0.758 0.133 5.313 0.0001
H 0.632 1.589 2.158 0.0023
H 1.825 3.649 2.823 0.0001
H 1.163 4.872 4.879 0.0000
H -0.703 4.029 6.276 0.0000
H -1.899 1.981 5.629 0.0002

16
Properties=species:S:1:pos:R:3:lowdin_charge:R:1 method="wB97M-V/def2-TZVPD" lumo_energy_ev=-4.373 smiles="C=[N+]=[PH2]C(=O)CC" gap_ev=9.597 relative_energy_kcal_mol=64.0 charge=+1
C 3.304 -1.283 0.588 -0.0189
C -0.435 0.003 0.517 -0.4635
C -2.870 0.757 0.203 -0.0494
C -1.360 0.901 -0.215 -0.2214
N 2.610 -1.053 -0.427 -0.2434
O -0.466 -0.741 1.410 0.1409
P 1.160 -0.395 -0.723 1.0264
H 3.073 -0.696 1.590 0.1302
H 4.356 -1.571 0.603 0.0948
H -3.337 0.283 -0.701 0.0968
H -3.325 1.725 0.538 0.0959
H -2.914 0.079 1.117 0.0986
H -0.856 1.901 0.096 0.1678
H -1.106 0.734 -1.295 0.1090
H 0.677 -1.238 -1.790 0.0550
H 1.488 0.595 -1.511 -0.0188

39
Properties=species:S:1:pos:R:3:lowdin_charge:R:1 method="wB97M-V/def2-TZVPD" lumo_energy_ev=-0.008 smiles="O=C(NCc1ccco1)C1(c2ccc(Cl)cc2)CCCC1" gap_ev=9.085 relative_energy_kcal_mol=287.5
O -1.240 -1.684 1.929 0.0323
C -0.662 -1.084 0.911 -0.3385
N -0.964 0.303 0.618 0.1326
H -0.614 0.653 -0.147 0.0664
C -2.091 0.776 1.245 -0.1466
C -3.194 1.460 0.540 -0.3840
C -3.460 2.712 0.279 -0.0210
C -4.470 2.819 -0.928 0.0051
C -4.837 1.511 -1.020 -0.0280
O -3.959 0.677 -0.158 0.0394
H -5.592 1.185 -1.487 0.0328
H -5.008 3.725 -1.405 0.1304
H -2.825 3.527 0.340 0.0733
H -2.553 0.320 2.120 0.1379
H -1.651 1.737 1.846 0.1746
C 0.122 -1.709 0.035 -0.4192
C 1.399 -0.890 -0.104 -0.1504
C 1.566 0.055 -1.160 0.0345
C 2.776 1.096 -1.308 -0.0039
C 3.481 1.095 -0.028 -0.5923
C 3.236 0.233 0.865 -0.1489
C 2.096 -0.542 1.100 0.0166
H 2.024 -1.143 1.864 0.0695
H 3.871 0.346 1.987 0.1990
Cl 4.844 2.318 -0.385 0.5423
H 2.933 1.650 -2.105 0.0178
H 0.968 -0.101 -2.108 0.1021
C -0.515 -1.748 -1.451 0.0422
C -1.280 -3.312 -1.112 -0.0152
C -0.038 -4.122 -0.519 -0.0931
H -0.422 -4.861 -0.128 0.0005
H 0.602 -4.420 -1.489 0.1615
C 0.630 -3.056 0.394 -0.1097
H 1.660 -3.343 0.351 0.1180
H 0.197 -3.316 1.392 0.1377
H -1.516 -3.505 -2.120 0.0847
H -2.010 -3.187 -0.701 -0.0488
H -1.280 -1.109 -1.377 0.0617
H 0.150 -1.928 -2.221 0.0866

7
Properties=species:S:1:pos:R:3:lowdin_spin:R:1 method="wB97M-V/def2-TZVPD" multiplicity=4 lumo_energy_ev="-4.675 / -5.047" gap_ev="7.223 / 9.069" s2=3.752 relative_energy_kcal_mol=0.0 charge=+1
Ti -0.157 -1.635 2.052 2.7851
N 0.444 0.325 -0.635 0.0558
H 0.540 0.014 -1.602 0.0031
H 0.903 -0.346 0.012 0.0996
H -0.545 0.400 -0.315 0.0055
H 0.899 1.235 -0.532 0.0032
Cl -2.083 0.007 1.021 0.0477

17
Properties=species:S:1:pos:R:3:lowdin_spin:R:1 method="wB97M-V/def2-TZVPD" multiplicity=5 lumo_energy_ev="-3.845 / -3.845" gap_ev="6.947 / 8.936" s2=6.003 charge=+1
C 2.496 -1.836 -0.695 0.0536
O 2.154 -1.227 0.379 0.0854
O 3.520 -2.525 -0.706 0.0526
V 3.807 -2.005 1.332 3.7655
O -0.198 1.070 2.194 0.0013
O -0.964 -1.249 -0.080 0.0008
C -1.595 -0.587 -0.898 0.0003
C -1.561 0.912 -0.860 0.0002
O -0.518 1.365 -0.044 0.0003
C -0.834 1.873 1.322 0.0003
Mg 0.508 -0.258 0.992 0.0373
H 1.767 -1.814 -1.560 0.0022
H -2.213 -1.051 -1.686 0.0000
H -2.550 1.275 -0.532 0.0000
H -1.421 1.273 -1.892 0.0000
H -0.461 2.913 1.325 0.0000
H -1.938 1.869 1.408 0.0000

| no. | maximum force (hartree/bohr) | energy (Eh) |
| --- | --- | --- |
| 1 | 0.091 | -6586.9649 |
| 2 | 0.095 | -628.7962 |
| 3 | 0.384 | -1323.5780 |
| 4 | 0.038 | -1366.4741 |
| 5 | 0.045 | -1676.0993 |